(1)
DFT (ωB97M-V/def2-TZVPD) results for a molecular structure, C40H44N10O3S2Sc.

* HOMO (alpha / beta): -9.8 / -9.6 eV
* charge: +1
* orbital gap (alpha / beta): 6.31 / 6.16 eV
* ΔE to the lowest compared entry with this formula, charge and spin: 10.8 kcal per mole

```
100
C40H44N10O3S2Sc, DFT ωB97M-V/def2-TZVPD
H 5.419 -3.704 3.824
H 4.969 -1.255 -2.043
H -1.358 -5.483 2.594
C -0.991 -4.000 1.110
C 3.211 4.944 3.180
H -5.367 4.235 -4.292
H 3.349 2.528 -0.727
C -5.004 3.476 -3.613
H -3.730 0.734 -1.209
N -2.167 -1.911 1.011
H -3.507 -4.940 1.564
C -0.974 -0.476 3.600
C 3.885 -2.839 -3.031
H -0.936 -1.392 3.015
H -2.605 2.077 1.216
C 2.913 -1.330 -1.460
C 3.034 2.543 0.305
C -4.547 -1.760 1.188
C 1.978 2.817 -3.138
H -5.424 -1.133 1.163
H 3.859 4.487 0.692
H -1.525 -6.060 0.940
C -4.639 2.235 -4.110
C 1.827 1.543 2.127
H 1.705 4.914 -3.486
H 0.230 3.027 0.549
H 4.729 -3.202 -3.600
C -0.936 -5.413 1.591
H 4.729 -5.100 3.007
N 1.697 -1.899 -1.568
H 2.482 -4.280 -3.788
C -4.449 2.744 -1.401
C 1.391 1.637 -2.705
H -2.579 0.734 2.829
C -1.604 1.909 0.799
H -1.235 3.994 0.604
C -3.473 -3.875 1.416
H -5.190 4.706 -1.865
C 2.159 -3.242 1.155
N 3.446 -3.663 1.044
H 0.597 -3.384 -2.463
H -1.737 2.776 -2.115
C -2.257 -3.239 1.198
H 4.049 0.230 -0.427
C -4.906 3.741 -2.255
H 3.003 2.809 -3.481
H -4.391 2.933 -0.337
H -1.649 -0.645 4.438
C -4.068 1.506 -1.889
C 4.022 -1.759 -2.170
H 1.936 0.705 -2.758
H 1.752 2.639 3.933
H 3.670 -3.917 3.776
H 0.020 -0.307 4.007
N 1.250 -3.976 0.551
H -1.115 1.636 3.221
N -1.657 0.285 -2.510
H -4.718 2.030 -5.168
C -4.155 1.255 -3.250
C 3.040 -0.170 -0.571
N -3.268 -1.068 -3.367
C -1.483 0.696 2.795
N 2.028 0.333 0.028
C 1.247 3.994 -3.156
C 3.300 3.651 1.086
C 2.645 -3.437 -3.137
C 0.069 1.631 -2.289
H 3.525 -4.582 0.633
S -1.596 -2.353 -1.798
H 1.258 0.722 2.526
H -4.446 -0.215 -4.649
S 1.770 -1.806 2.057
C -4.636 -3.124 1.406
H 5.456 -3.331 1.356
H -3.184 -0.145 0.829
C -0.090 3.974 -2.782
H 2.003 4.401 4.576
O -1.108 0.687 1.389
C 2.113 2.646 2.911
C -2.251 -0.932 -2.534
N -3.885 -0.004 -3.827
O 2.631 5.114 4.386
C 4.524 -3.240 1.917
N -0.535 0.379 -1.901
H 0.089 -5.768 1.596
C 2.303 1.481 0.828
O 3.985 5.758 2.763
H -0.678 4.878 -2.825
H -0.580 3.323 2.088
N 0.012 -3.340 0.644
H -1.723 1.709 -0.266
C -0.737 3.126 1.031
C 4.589 -4.040 3.208
C -3.293 -1.203 1.000
H 4.371 -2.181 2.134
C -0.685 2.797 -2.368
C 2.846 3.713 2.400
Sc -0.030 -1.176 -0.073
H -5.594 -3.600 1.555
C 1.581 -2.940 -2.391
```


(2)
DFT (ωB97M-V/def2-TZVPD) results for 8 unconnected molecules or ions with the total composition C30H80N4O12 in a non-equilibrium geometry.

* HOMO: -8.5 eV
* charge: 0
* SMILES string: COCCNCCOC.COCCNCCOC.COCCNCCOC.COCCNCCOC.CC(C)O.CC(C)O.O.O
* orbital gap: 8.91 eV
* ΔE to the lowest compared entry with this formula, charge and spin: 0.0 kcal per mole

```
126
C30H80N4O12, DFT ωB97M-V/def2-TZVPD
H 0.514 -2.151 1.577
C -1.170 1.897 4.065
H -0.656 1.287 4.836
H -4.493 -2.451 0.951
C 1.711 3.266 0.134
H -3.298 -1.614 0.092
H 1.344 -0.595 -1.833
H 5.481 -5.569 2.937
O -0.368 3.094 3.912
H 3.841 0.718 -0.835
H -0.469 2.351 1.444
H 5.331 -4.079 1.455
H -4.150 -0.725 1.563
H 3.452 0.844 -2.559
C 3.549 0.898 4.064
H -6.041 -1.210 -2.247
O -0.099 -4.618 2.063
O -0.878 0.110 0.242
C -5.147 -0.840 -0.371
O 0.054 7.575 -4.172
C 1.837 -0.386 3.160
H -1.903 -4.564 3.101
H -1.070 -3.757 -1.256
H 1.476 -2.522 3.837
C -0.794 3.878 2.822
H 0.140 -1.371 4.260
H 3.365 4.632 0.508
C 4.308 -3.771 1.736
H -1.875 3.894 2.757
O -2.805 -5.114 -3.820
H 1.178 0.492 3.062
C 3.176 3.632 0.194
H -6.133 -0.597 0.107
H 1.680 3.227 2.139
H -2.195 2.182 4.447
H -0.302 8.280 -2.211
C -0.823 7.891 -3.112
C -1.669 6.152 -5.271
H 1.939 -0.371 -0.246
O -2.571 1.726 -3.593
H -1.158 1.421 3.094
N 2.239 -2.966 0.567
H -6.092 -2.623 -1.159
O -4.884 1.362 2.073
H 0.359 6.830 -6.001
C 0.413 -5.853 2.486
C -1.212 -2.554 2.582
H 0.614 -2.555 -0.587
H 3.090 1.799 3.692
H -1.746 -0.252 0.060
O -4.600 0.417 -0.795
H -2.795 -0.180 -2.791
C 3.743 -3.209 0.446
H -1.201 0.185 -3.271
H 4.330 -4.944 4.136
C -5.487 -1.782 -1.490
H -2.582 6.630 -4.903
H -5.454 2.031 2.424
H 3.633 3.454 -0.765
N 1.159 3.700 1.386
H 4.067 -6.586 3.471
H 3.984 -3.914 -0.343
N 0.002 -1.733 2.318
C -2.093 0.599 -2.860
C -4.211 -1.429 0.690
H -1.803 0.783 -1.820
H -2.587 -4.383 -4.407
H 5.642 2.455 2.251
H -1.332 8.816 -3.482
H 5.148 4.226 1.921
H 1.004 -5.761 3.418
H -5.248 0.866 -1.374
H 2.311 -0.600 2.217
H -1.547 7.162 -2.918
C -0.239 3.409 1.542
H -0.825 3.863 0.736
H -1.877 -2.134 3.359
C 0.881 -1.602 3.440
H -0.915 8.057 -5.984
C -1.456 -6.457 -2.241
H -0.364 -6.670 2.552
O 3.360 -1.068 -1.633
H -2.441 -3.117 -2.195
H -0.673 -0.267 1.105
H 5.047 0.144 -2.070
H -0.515 -4.051 4.039
C -1.673 2.828 -3.494
H 5.848 3.256 0.706
H -1.541 -7.192 -3.063
O 3.881 2.726 1.108
H 4.348 0.590 3.367
H -1.919 -2.538 1.735
H -0.245 4.906 -4.495
O 2.680 -0.192 4.218
H -3.058 4.153 -4.446
C -1.985 3.872 -4.615
H 1.845 -3.080 -1.635
H 4.055 1.157 4.982
H -1.862 3.461 -5.625
H 1.088 3.753 -0.643
H 4.220 -2.217 0.152
H -0.475 4.870 3.028
C 3.929 0.191 -1.830
C 4.432 -5.567 3.213
H -0.602 2.510 -3.556
H -0.443 -6.506 -1.815
H -1.940 5.809 -6.319
H 4.268 -3.031 2.552
N -1.240 5.064 -4.401
C 5.171 3.182 1.534
H -1.787 3.414 -2.556
H -2.249 -6.765 -1.565
H 1.191 -6.137 1.744
H -0.803 -4.820 -3.376
C -0.527 7.155 -5.435
H -4.553 -2.031 -2.009
H 1.759 -3.790 0.871
H -4.683 1.614 1.181
C -0.976 -3.961 3.035
H -2.708 -4.481 -1.079
H 1.715 2.181 -0.052
C -2.028 -4.011 -1.788
O 3.713 -5.001 2.150
C 2.051 -1.052 -1.095
C 1.690 -2.478 -0.678
C -1.746 -5.084 -2.857
```


(3)
DFT (ωB97M-V/def2-TZVPD) results for C4H6ClN3 in the gas phase in a non-equilibrium geometry.

* HOMO: -8.6 eV
* charge: 0
* SMILES string: N[C@@]1(Cl)N=CC=CN1
* orbital gap: 9.36 eV
* ΔE to the lowest compared entry with this formula, charge and spin: 34.5 kcal per mole

```
14
C4H6ClN3, DFT ωB97M-V/def2-TZVPD
C -0.578 0.506 1.400
Cl -1.032 0.912 -1.990
N 1.610 0.505 -1.401
N 0.102 -1.284 -0.689
C -1.001 -0.776 1.400
H -0.775 1.188 2.215
H 1.811 -0.246 -2.050
N 0.196 0.995 0.396
H 0.480 1.963 0.413
C 0.363 0.327 -0.819
C -0.557 -1.630 0.341
H -0.746 -2.696 0.418
H -1.591 -1.176 2.206
H 1.719 1.411 -1.841
```


(4)
DFT (ωB97M-V/def2-TZVPD) results for a molecular structure, C4H6N2O2 in a non-equilibrium geometry.

* HOMO: -7.6 eV
* charge: 0
* orbital gap: 7.88 eV
* ΔE to the lowest compared entry with this formula, charge and spin: 156.9 kcal per mole

```
14
C4H6N2O2, DFT ωB97M-V/def2-TZVPD
H -3.122 -0.750 0.989
H 1.673 -1.898 0.979
N -2.763 -0.213 -0.214
O 1.777 1.476 -0.190
C -0.555 1.201 0.109
H -2.788 0.944 0.129
N 1.943 -1.269 0.159
H 2.440 -1.708 -0.854
H -0.949 2.241 0.205
C -1.352 0.047 -0.182
C 0.858 -0.575 -0.201
H 2.578 0.687 -0.491
C 0.803 0.739 -0.052
O -0.544 -0.921 -0.386
```